# 1
A molecular structure, C24H22GaN5SSe2, computed with wB97M-V/def2-TZVPD.

Structure (XYZ):
```
55
Properties=species:S:1:pos:R:3:forces:R:3:lowdin_charge:R:1
Ga 0.230 -0.766 -0.257 0.01 -0.09 -0.09 0.198
C 0.661 2.580 -1.073 0.04 0.01 0.04 -0.014
C 0.356 2.257 0.362 0.00 0.00 -0.01 -0.281
C 0.173 3.339 1.243 -0.01 0.01 0.00 0.012
C 0.009 3.116 2.576 0.00 -0.01 -0.01 0.050
C 0.113 1.805 3.088 0.00 0.02 -0.01 -0.139
C 0.086 1.546 4.474 -0.02 0.01 0.01 -0.006
C 0.289 0.274 4.927 0.00 -0.01 0.00 -0.032
C 0.522 -0.771 4.018 0.02 0.01 0.01 -0.078
C 0.531 -0.563 2.657 0.07 0.00 -0.04 -0.581
S 0.824 -1.933 1.583 0.04 -0.02 0.07 0.804
C 0.307 0.752 2.168 0.05 -0.01 0.03 -0.213
N 0.333 0.999 0.802 -0.08 -0.03 0.05 0.080
H 1.408 3.374 -1.088 0.00 0.00 0.00 0.110
H -0.216 2.966 -1.594 0.01 0.01 0.01 0.096
H 1.054 1.730 -1.621 0.01 0.01 -0.01 0.062
H 0.177 4.342 0.837 0.00 0.00 0.00 0.133
H -0.151 3.940 3.261 0.00 0.00 0.00 0.140
H -0.075 2.368 5.159 0.01 0.00 0.00 0.128
H 0.286 0.062 5.988 0.00 0.00 0.00 0.124
H 0.705 -1.770 4.392 -0.01 0.00 0.00 0.119
Se 1.347 -2.836 -1.990 0.06 -0.03 0.06 0.798
Se 1.001 -1.607 -3.917 -0.03 0.02 -0.01 0.820
C -0.320 -0.335 -3.345 0.04 0.02 0.02 -0.613
C -1.037 0.230 -4.399 0.00 0.01 -0.01 -0.079
C -2.066 1.105 -4.128 0.00 -0.01 -0.02 0.003
C -2.381 1.378 -2.800 0.01 -0.01 0.01 -0.010
C -1.624 0.791 -1.819 0.00 -0.01 -0.03 -0.139
N -0.578 -0.029 -2.073 -0.07 0.00 0.00 -0.031
C 2.774 -1.723 -1.350 -0.07 -0.02 0.02 -0.651
C 4.105 -2.065 -1.433 -0.02 0.01 -0.01 -0.041
C 5.035 -1.157 -0.939 0.01 -0.01 0.00 0.003
C 4.590 0.035 -0.394 0.01 0.01 0.00 0.003
C 3.229 0.284 -0.339 0.00 -0.03 -0.02 -0.075
N 2.330 -0.582 -0.813 0.07 0.08 -0.03 -0.052
H -0.801 -0.051 -5.417 0.00 0.00 0.00 0.116
H -2.636 1.545 -4.936 0.00 0.00 0.00 0.134
H -3.199 2.031 -2.533 0.00 0.00 0.00 0.130
H -1.843 0.972 -0.775 -0.01 0.00 -0.02 0.120
H 4.407 -3.007 -1.869 0.00 0.00 0.00 0.125
H 6.092 -1.382 -0.983 0.00 0.00 0.00 0.133
H 5.284 0.764 0.000 -0.01 0.00 0.00 0.128
H 2.845 1.187 0.114 -0.02 0.03 0.00 0.119
C -2.704 -1.203 2.020 0.02 0.00 -0.04 0.034
C -2.632 -1.846 0.683 0.00 -0.07 0.11 -0.336
N -1.720 -1.680 -0.267 -0.08 0.25 -0.12 0.014
C -2.147 -2.422 -1.361 0.05 -0.12 0.04 -0.123
C -3.295 -3.063 -1.049 -0.04 0.06 0.01 -0.028
N -3.587 -2.681 0.238 -0.01 -0.03 -0.01 0.137
H -1.744 -0.788 2.307 -0.10 -0.03 -0.01 0.043
H -2.998 -1.930 2.776 0.01 0.00 0.02 0.107
H -3.447 -0.403 2.013 -0.01 0.00 0.00 0.105
H -1.601 -2.462 -2.287 0.01 -0.02 0.01 0.083
H -3.912 -3.741 -1.611 -0.01 0.01 0.00 0.133
H -4.388 -2.975 0.774 0.01 0.01 -0.01 0.180
```
Forces are in eV/Å.

Its total charge is +2. The value obtained for the HOMO energy is -13.304 eV.

***

# 2
2 unconnected molecules or ions with the total composition C24H22N3O2 in a non-equilibrium geometry, computed with wB97M-V/def2-TZVPD.

Structure (XYZ):
```
51
Properties=species:S:1:pos:R:3:forces:R:3:lowdin_charge:R:1
C 5.930 1.277 2.437 0.20 0.01 -0.02 -0.093
C 4.535 1.800 2.678 -0.29 -0.24 -0.36 -0.253
O 3.630 1.142 1.760 1.26 0.37 0.80 -0.041
C 2.354 1.537 1.964 -2.86 -0.18 -1.49 -0.521
C 1.381 0.703 1.217 2.95 -0.10 0.31 -0.161
N 0.144 0.910 1.458 -1.78 1.31 1.48 0.013
C -0.965 0.249 1.522 0.27 -0.77 -0.66 -0.200
C -2.217 0.926 1.758 0.06 -0.05 -0.01 -0.232
C -3.436 0.210 1.747 0.01 0.42 0.03 -0.086
C -4.645 0.891 1.843 0.20 0.31 0.15 -0.134
C -4.655 2.288 1.988 -0.23 0.02 0.02 -0.148
C -3.448 3.003 2.058 0.20 -0.56 -0.02 -0.118
C -2.235 2.328 1.938 -0.44 0.23 0.01 -0.045
O 2.034 2.454 2.703 0.83 0.07 0.30 0.021
H 6.587 1.676 3.215 0.05 -0.01 -0.06 0.067
H 5.970 0.184 2.496 -0.06 0.16 -0.08 0.074
H 6.320 1.605 1.466 -0.10 -0.16 0.13 0.072
H 4.206 1.585 3.709 0.08 0.23 -0.36 0.124
H 4.482 2.882 2.494 0.00 -0.26 0.28 0.119
H 1.793 -0.097 0.606 0.11 -0.12 0.82 0.055
H -0.983 -0.849 1.415 -0.13 0.05 -0.27 0.101
H -3.408 -0.878 1.650 -0.03 0.28 -0.05 0.096
H -5.587 0.334 1.820 0.25 0.21 -0.01 0.086
H -5.605 2.822 2.055 0.23 -0.16 -0.01 0.075
H -3.447 4.086 2.210 -0.08 -0.32 -0.09 0.088
H -1.274 2.851 1.969 -0.38 -0.24 -0.03 0.108
C 2.097 -5.125 -2.984 -0.04 0.15 0.18 -0.115
C 2.355 -5.091 -1.607 -0.03 0.25 -0.34 -0.101
C 2.170 -3.911 -0.884 -0.21 0.28 -0.17 -0.029
C 1.671 -2.765 -1.529 -0.08 -0.27 -0.59 -0.254
N 1.367 -1.615 -0.779 -1.24 0.50 -0.34 0.151
C 0.608 -0.704 -1.157 0.85 0.39 -0.51 -0.198
N 0.096 0.347 -1.529 0.26 -1.52 0.07 0.197
C -1.260 0.659 -1.754 -0.54 0.11 0.38 -0.257
C -1.598 1.977 -2.095 0.31 -0.45 0.01 -0.027
C -2.915 2.292 -2.406 -0.26 -0.41 0.07 -0.092
C -3.909 1.307 -2.333 0.20 0.15 0.01 -0.101
C -3.582 0.015 -1.910 0.06 0.24 -0.10 -0.097
C -2.265 -0.315 -1.622 0.20 0.23 -0.02 -0.039
C 1.449 -2.791 -2.920 0.09 -0.28 0.19 -0.032
C 1.654 -3.967 -3.637 0.13 -0.13 0.28 -0.101
H 2.241 -6.050 -3.547 -0.05 0.28 0.18 0.092
H 2.694 -5.993 -1.094 -0.04 0.27 -0.14 0.097
H 2.383 -3.861 0.185 -0.15 -0.01 -0.29 0.112
H -0.804 2.726 -2.100 -0.25 -0.20 -0.07 0.114
H -3.172 3.308 -2.704 0.03 -0.21 0.11 0.097
H -4.942 1.550 -2.590 0.29 -0.04 0.14 0.094
H -4.364 -0.734 -1.795 0.16 0.14 -0.03 0.100
H -1.998 -1.310 -1.250 -0.10 0.33 -0.21 0.115
H 1.108 -1.882 -3.423 0.04 -0.31 0.18 0.113
H 1.457 -3.986 -4.709 0.07 0.00 0.22 0.097
```
Forces are in eV/Å.

Its total charge is -1. The value obtained for the HOMO energy is -2.085 eV.

***

# 3
A single C24H22N4O2 molecule in a non-equilibrium geometry, computed with wB97M-V/def2-TZVPD.

Structure (XYZ):
```
52
Properties=species:S:1:pos:R:3:forces:R:3:lowdin_charge:R:1
C 0.529 -2.311 2.357 0.03 0.01 0.01 -0.032
C 1.362 -1.708 1.269 0.07 0.10 -0.05 -0.264
C 1.730 -2.469 0.163 0.04 -0.05 -0.07 -0.058
C 2.501 -1.915 -0.838 -0.09 -0.13 0.04 -0.072
C 2.921 -0.596 -0.766 0.16 0.41 0.00 -0.037
C 2.557 0.173 0.330 0.02 -0.17 0.10 -0.280
C 1.785 -0.394 1.343 0.14 0.11 -0.09 0.027
H 1.517 0.229 2.182 -0.08 0.10 0.11 0.130
O 2.906 1.486 0.527 -0.06 -0.30 0.17 -0.040
C 3.261 2.285 -0.572 -0.03 0.22 -0.31 -0.161
C 2.103 2.444 -1.589 0.51 -0.16 0.17 -0.092
N 0.842 2.509 -0.906 -0.17 0.06 -0.17 -0.035
C 0.043 1.436 -0.687 -0.69 -0.08 0.32 0.002
C -0.970 1.754 0.190 0.73 0.30 -0.51 -0.144
C -1.964 0.850 0.676 -0.54 -0.59 0.22 -0.077
N -1.955 -0.369 0.301 0.63 0.42 -0.15 0.043
N -2.878 -1.220 0.777 -0.91 0.32 0.73 0.058
C -2.922 -2.551 0.490 -0.12 0.00 0.14 -0.436
O -3.741 -3.263 1.041 0.10 -0.04 -0.05 0.070
C -1.933 -3.082 -0.492 0.26 -0.29 -0.31 -0.138
C -1.501 -4.397 -0.327 -0.09 0.25 0.00 -0.008
C -0.603 -4.920 -1.242 -0.13 -0.15 0.25 -0.152
N -0.140 -4.237 -2.276 0.36 -0.19 -0.31 0.063
C -0.567 -2.998 -2.441 -0.16 0.24 -0.09 -0.151
C -1.460 -2.368 -1.588 -0.05 -0.20 0.00 -0.014
H -1.781 -1.357 -1.773 0.04 0.00 -0.07 0.099
H -0.171 -2.482 -3.307 -0.03 0.13 -0.04 0.106
H -0.236 -5.934 -1.149 -0.03 -0.08 0.09 0.107
H -1.870 -4.982 0.502 -0.04 -0.06 0.05 0.119
H -3.568 -0.893 1.462 0.21 -0.22 -0.25 0.164
H -2.707 1.236 1.384 -0.03 -0.10 -0.02 0.127
C -0.778 3.132 0.540 0.32 -0.06 -0.19 -0.116
C -1.456 4.028 1.363 0.03 0.07 0.00 -0.027
C -0.978 5.315 1.473 -0.16 0.02 0.13 -0.097
C 0.162 5.727 0.780 0.14 0.06 -0.07 -0.094
C 0.853 4.862 -0.042 0.10 0.04 -0.04 -0.014
C 0.377 3.563 -0.157 -0.40 0.19 0.32 -0.161
H 1.732 5.190 -0.577 0.10 0.05 -0.05 0.106
H 0.507 6.744 0.891 0.04 0.07 -0.01 0.099
H -1.490 6.024 2.107 -0.05 0.05 0.05 0.099
H -2.340 3.720 1.901 -0.10 0.00 0.07 0.105
H 0.224 0.492 -1.162 0.14 -0.18 -0.09 0.134
H 2.264 3.352 -2.177 -0.01 -0.11 -0.02 0.130
H 2.071 1.586 -2.264 -0.04 0.16 0.02 0.122
H 3.496 3.254 -0.124 0.03 -0.11 -0.12 0.125
H 4.156 1.910 -1.085 -0.06 0.06 0.05 0.123
H 3.533 -0.190 -1.558 0.06 0.08 -0.06 0.107
H 2.780 -2.515 -1.693 0.02 -0.06 -0.08 0.108
H 1.409 -3.496 0.088 -0.06 -0.12 -0.02 0.102
H 1.110 -3.049 2.910 -0.02 -0.06 0.08 0.087
H 0.189 -1.549 3.053 -0.06 0.02 0.09 0.078
H -0.337 -2.818 1.937 -0.08 -0.05 0.03 0.062
```
Forces are in eV/Å.

As for the SMILES: Cc1cccc(OCCn2cc(/C=N/NC(=O)c3ccncc3)c3ccccc32)c1. The value obtained for the HOMO energy is -7.697 eV.

***

# 4
A single C24H22N6O3 molecule in a non-equilibrium geometry, computed with wB97M-V/def2-TZVPD.

Structure (XYZ):
```
55
Properties=species:S:1:pos:R:3:forces:R:3:lowdin_charge:R:1
C -1.101 -2.649 1.924 0.19 0.29 -0.31 -0.040
H -0.352 -3.263 2.418 0.08 -0.08 0.07 0.090
H -1.896 -2.428 2.630 -0.11 -0.01 0.07 0.085
H -1.529 -3.208 1.095 -0.07 -0.12 -0.05 0.071
C -0.475 -1.334 1.455 -0.20 0.11 0.35 -0.439
C -0.067 -0.482 2.654 -0.06 -0.16 -0.41 -0.024
H 0.452 0.412 2.319 0.03 0.09 0.00 0.063
H -0.945 -0.187 3.220 -0.09 0.04 0.09 0.087
H 0.604 -1.047 3.297 0.08 -0.07 0.11 0.086
O 0.712 -1.507 0.686 0.05 0.06 0.17 -0.136
C 0.659 -2.363 -0.435 -0.03 -0.30 -0.23 -0.205
C -0.265 -1.908 -1.571 0.28 0.24 0.33 -0.123
H -1.268 -1.733 -1.185 -0.06 -0.08 -0.06 0.080
H -0.322 -2.711 -2.307 -0.04 -0.04 -0.03 0.122
C 0.228 -0.645 -2.279 -0.23 -0.62 -0.44 -0.116
N 0.401 0.456 -1.350 0.12 0.17 -0.06 0.068
C 1.631 0.726 -0.856 0.78 0.51 0.47 -0.192
N 2.658 0.004 -1.321 -0.39 -0.19 -0.21 0.178
C 3.860 0.221 -0.849 -0.03 0.10 0.10 -0.226
N 4.136 1.173 0.109 -0.15 -0.35 -0.35 0.111
C 5.398 1.351 0.582 0.84 0.09 0.27 -0.013
C 6.440 0.611 0.129 -0.22 0.22 0.16 -0.043
C 6.206 -0.369 -0.861 -0.38 -0.02 -0.12 -0.042
C 4.945 -0.554 -1.336 0.43 -0.01 0.10 0.018
H 4.712 -1.289 -2.089 -0.05 -0.05 -0.06 0.119
H 7.028 -0.962 -1.231 0.05 -0.08 -0.07 0.113
H 7.430 0.773 0.521 0.04 0.08 0.08 0.110
H 5.485 2.124 1.333 -0.04 -0.04 -0.05 0.135
C 3.100 2.019 0.637 -0.40 0.19 0.07 -0.344
O 3.385 2.855 1.467 0.01 -0.03 -0.01 0.089
C 1.803 1.753 0.090 0.04 -0.20 -0.18 -0.056
C 0.681 2.485 0.530 -0.29 -0.13 -0.26 0.073
C -0.554 2.200 0.026 1.05 -0.03 -0.07 -0.116
C -1.703 2.853 0.518 -0.26 0.24 0.30 -0.176
N -2.629 3.357 0.971 -0.29 0.17 0.13 0.211
C -0.729 1.147 -0.959 -0.92 0.22 0.09 -0.216
N -1.861 0.774 -1.426 0.92 -0.58 -0.15 0.192
C -3.046 1.442 -1.483 -0.17 0.33 -0.30 -0.473
O -3.204 2.439 -2.158 -0.13 -0.01 0.21 0.098
C -4.165 0.772 -0.758 -0.46 0.06 0.22 -0.135
C -4.140 -0.572 -0.400 0.02 0.21 -0.05 -0.011
C -5.216 -1.084 0.305 0.20 -0.17 -0.06 -0.148
N -6.264 -0.362 0.663 -0.37 -0.25 0.27 0.056
C -6.287 0.916 0.319 0.03 0.31 -0.11 -0.136
C -5.270 1.533 -0.391 0.17 -0.18 -0.10 0.000
H -5.308 2.577 -0.655 -0.02 0.10 0.00 0.116
H -7.165 1.466 0.632 -0.02 0.13 -0.01 0.105
H -5.244 -2.125 0.603 0.08 -0.09 -0.03 0.102
H -3.310 -1.202 -0.681 0.07 -0.05 0.01 0.087
H 0.823 3.253 1.277 -0.05 0.04 0.06 0.145
H 1.196 -0.827 -2.745 -0.23 0.05 -0.01 0.117
H -0.507 -0.335 -3.025 0.18 0.01 0.07 0.130
H 0.376 -3.379 -0.129 0.06 0.08 -0.02 0.115
H 1.692 -2.387 -0.794 -0.11 -0.14 -0.01 0.116
H -1.222 -0.777 0.866 0.09 -0.08 0.03 0.120
```
Forces are in eV/Å.

As for the SMILES: CC(C)OCCCn1/c(=N/C(=O)c2ccncc2)c(C#N)cc2c(=O)n3ccccc3nc21. The value obtained for the HOMO energy is -8.535 eV.